# 1
Here is a 8-piece molecular cluster, C32H88N8O8 overall at a distorted geometry from the OMol25 dataset. Energies are from ωB97M-V/def2-TZVPD.

Last column: Löwdin charge in e.
Element x y z (Å)
C (5.416, -1.016, -4.941)  -0.09
O (4.428, -0.712, -3.956)  -0.18
C (4.851, -1.043, -2.657)  -0.23
C (3.954, -0.552, -1.549)  -0.44
C (4.315, 0.827, -1.028)  -0.07
N (3.908, -1.514, -0.440)  0.04
H (5.693, -2.070, -4.821)  0.09
H (6.274, -0.361, -4.781)  0.09
H (4.877, -0.906, -5.878)  0.09
H (5.052, -2.117, -2.515)  0.11
H (5.890, -0.706, -2.500)  0.13
H (2.898, -0.481, -1.866)  0.12
H (3.806, 1.128, -0.111)  0.07
H (4.270, 1.653, -1.738)  0.08
H (5.368, 0.737, -0.730)  0.08
H (3.604, -2.389, -0.869)  0.02
H (3.073, -1.306, 0.125)  0.03
C (-3.720, 0.642, 0.108)  -0.10
O (-3.666, 1.916, -0.516)  -0.19
C (-4.386, 2.904, 0.179)  -0.21
C (-5.913, 2.672, 0.257)  -0.43
C (-6.623, 2.214, -1.039)  -0.05
N (-6.500, 3.970, 0.608)  0.02
H (-4.566, 0.066, -0.271)  0.07
H (-3.773, 0.704, 1.198)  0.09
H (-2.803, 0.116, -0.151)  0.06
H (-3.982, 2.908, 1.206)  0.12
H (-4.146, 3.915, -0.148)  0.12
H (-6.161, 1.883, 0.978)  0.13
H (-7.688, 2.053, -0.877)  0.08
H (-6.263, 1.213, -1.301)  0.05
H (-6.374, 2.851, -1.886)  0.09
H (-7.510, 3.851, 0.563)  0.07
H (-6.359, 4.204, 1.589)  0.07
C (0.944, -3.346, -3.328)  -0.10
O (1.592, -3.680, -2.134)  -0.20
C (1.462, -5.007, -1.665)  -0.19
C (2.620, -5.370, -0.765)  -0.44
C (4.023, -5.138, -1.381)  -0.04
N (2.564, -6.726, -0.239)  0.04
H (1.148, -3.928, -4.237)  0.09
H (1.273, -2.354, -3.639)  0.09
H (-0.137, -3.373, -3.167)  0.07
H (0.538, -5.068, -1.071)  0.12
H (1.359, -5.662, -2.539)  0.13
H (2.637, -4.606, 0.029)  0.12
H (4.406, -4.126, -1.284)  0.04
H (4.065, -5.384, -2.445)  0.08
H (4.731, -5.803, -0.884)  0.07
H (3.288, -6.783, 0.480)  0.07
H (1.784, -6.889, 0.403)  0.07
C (-0.287, 1.063, -2.859)  -0.09
O (-0.009, 0.064, -1.894)  -0.22
C (0.211, 0.528, -0.561)  -0.19
C (-0.006, -0.587, 0.448)  -0.40
C (-0.247, -0.091, 1.889)  -0.03
N (1.120, -1.558, 0.336)  0.07
H (-1.169, 1.678, -2.666)  0.09
H (-0.530, 0.475, -3.750)  0.09
H (0.544, 1.667, -3.232)  0.09
H (1.228, 0.942, -0.529)  0.12
H (-0.465, 1.376, -0.392)  0.12
H (-0.884, -1.178, 0.160)  0.11
H (-1.270, 0.270, 1.987)  0.07
H (0.342, 0.833, 1.958)  0.08
H (0.160, -0.804, 2.596)  0.05
H (0.635, -2.431, 0.528)  0.05
H (1.312, -1.504, -0.662)  0.05
C (0.189, 4.579, 6.432)  -0.11
O (1.266, 3.767, 6.016)  -0.20
C (1.594, 2.674, 6.869)  -0.20
C (0.711, 1.464, 6.635)  -0.40
C (0.542, 1.199, 5.125)  -0.07
N (-0.662, 1.585, 7.222)  0.02
H (-0.074, 5.174, 5.556)  0.09
H (0.427, 5.132, 7.341)  0.09
H (-0.716, 3.975, 6.574)  0.07
H (2.613, 2.374, 6.633)  0.12
H (1.523, 3.003, 7.908)  0.12
H (1.132, 0.606, 7.163)  0.13
H (1.509, 1.122, 4.623)  0.09
H (-0.083, 1.923, 4.603)  0.08
H (0.006, 0.258, 4.976)  0.05
H (-0.954, 0.647, 7.503)  0.06
H (-1.330, 1.651, 6.453)  0.06
C (-5.809, -0.145, -4.345)  -0.11
O (-4.790, -1.121, -4.290)  -0.18
C (-4.135, -1.106, -3.027)  -0.21
C (-3.287, -2.373, -2.763)  -0.43
C (-4.221, -3.567, -2.580)  -0.05
N (-2.365, -2.140, -1.664)  0.06
H (-5.885, 0.349, -5.315)  0.09
H (-5.636, 0.646, -3.612)  0.07
H (-6.777, -0.622, -4.168)  0.09
H (-3.619, -0.139, -2.983)  0.12
H (-4.871, -1.054, -2.214)  0.10
H (-2.723, -2.500, -3.699)  0.13
H (-4.676, -3.819, -3.539)  0.08
H (-5.022, -3.343, -1.878)  0.08
H (-3.646, -4.455, -2.311)  0.07
H (-1.799, -1.337, -1.934)  0.05
H (-1.646, -2.860, -1.655)  0.06
C (-1.456, -4.645, 2.173)  -0.14
O (-0.272, -4.080, 1.762)  -0.20
C (0.893, -4.128, 2.569)  -0.19
C (0.709, -4.063, 4.088)  -0.42
C (0.038, -2.783, 4.575)  -0.07
N (2.026, -4.178, 4.756)  0.03
H (-2.025, -4.134, 2.966)  0.08
H (-1.393, -5.697, 2.488)  0.10
H (-2.182, -4.629, 1.354)  0.09
H (1.337, -5.090, 2.268)  0.12
H (1.653, -3.438, 2.197)  0.11
H (0.160, -4.926, 4.469)  0.13
H (-0.339, -2.991, 5.582)  0.09
H (-0.924, -2.572, 4.093)  0.07
H (0.685, -1.912, 4.527)  0.06
H (2.150, -3.391, 5.384)  0.06
H (2.780, -4.023, 4.089)  0.07
C (1.416, 4.670, -0.890)  -0.08
O (1.226, 4.916, -2.290)  -0.18
C (2.286, 5.716, -2.753)  -0.23
C (2.108, 7.241, -2.608)  -0.44
C (0.986, 7.805, -3.507)  -0.06
N (3.375, 7.867, -3.037)  0.03
H (0.668, 3.973, -0.525)  0.08
H (1.510, 5.677, -0.480)  0.08
H (2.385, 4.184, -0.711)  0.08
H (3.236, 5.479, -2.259)  0.11
H (2.430, 5.543, -3.821)  0.13
H (1.836, 7.465, -1.571)  0.12
H (1.030, 7.460, -4.542)  0.08
H (1.054, 8.885, -3.410)  0.07
H (0.046, 7.339, -3.197)  0.08
H (4.097, 7.367, -2.512)  0.06
H (3.458, 8.791, -2.617)  0.07

The total energy is -2311.7263 hartree. Its SMILES is COC[C@H](C)N.COC[C@H](C)N.COC[C@H](C)N.COC[C@H](C)N.COC[C@H](C)N.COC[C@H](C)N.COC[C@H](C)N.COC[C@H](C)N. The value obtained for the energy above the lowest of the compared OMol25 structures with the same formula, charge and spin is 336.7 kJ/mol. The value obtained for the maximum force is 0.0454 hartree/bohr. For the LUMO energy, the calculation gives 0.4 eV. For the frontier orbital gap, the calculation gives 9.098 eV.

=====

# 2
Here is a 8-piece molecular cluster, C32H88N8O8 overall at a distorted geometry from the OMol25 dataset. Energies are from ωB97M-V/def2-TZVPD.

Last column: Löwdin charge in e.
Element x y z (Å)
C (-4.335, -3.292, -0.538)  -0.12
O (-3.426, -3.993, -1.363)  -0.23
C (-4.040, -5.026, -2.163)  -0.19
C (-2.912, -5.553, -3.039)  -0.44
C (-3.506, -6.410, -4.165)  -0.07
N (-1.974, -6.371, -2.249)  0.05
H (-3.776, -2.682, 0.167)  0.07
H (-4.854, -3.970, 0.159)  0.08
H (-5.159, -2.822, -1.079)  0.08
H (-4.371, -5.784, -1.445)  0.13
H (-4.849, -4.531, -2.703)  0.12
H (-2.407, -4.663, -3.429)  0.13
H (-4.437, -6.017, -4.576)  0.07
H (-3.801, -7.367, -3.725)  0.08
H (-2.751, -6.657, -4.909)  0.07
H (-1.989, -5.917, -1.335)  0.06
H (-1.027, -6.216, -2.580)  0.07
C (-2.958, 7.595, -4.565)  -0.09
O (-3.977, 7.545, -3.560)  -0.19
C (-3.717, 6.554, -2.594)  -0.22
C (-2.571, 6.971, -1.665)  -0.46
C (-2.152, 5.887, -0.713)  -0.09
N (-2.834, 8.256, -0.949)  0.04
H (-2.223, 8.351, -4.280)  0.09
H (-3.469, 8.023, -5.427)  0.09
H (-2.448, 6.666, -4.812)  0.09
H (-4.567, 6.386, -1.921)  0.13
H (-3.562, 5.570, -3.054)  0.12
H (-1.681, 7.251, -2.242)  0.12
H (-2.991, 5.437, -0.165)  0.08
H (-1.408, 6.249, -0.005)  0.08
H (-1.775, 5.012, -1.251)  0.08
H (-3.577, 8.652, -1.533)  0.06
H (-3.308, 8.012, -0.079)  0.06
C (6.392, -4.830, 3.242)  -0.12
O (5.439, -3.913, 2.752)  -0.19
C (4.185, -4.545, 2.484)  -0.21
C (3.135, -3.460, 2.455)  -0.43
C (2.951, -2.762, 3.806)  -0.06
N (1.814, -4.072, 2.135)  0.04
H (7.427, -4.546, 3.053)  0.08
H (6.238, -5.824, 2.811)  0.09
H (6.276, -4.904, 4.332)  0.09
H (4.166, -5.126, 1.557)  0.13
H (4.018, -5.256, 3.304)  0.13
H (3.360, -2.739, 1.665)  0.13
H (3.878, -2.291, 4.136)  0.08
H (2.666, -3.420, 4.639)  0.08
H (2.057, -2.131, 3.785)  0.06
H (1.342, -3.178, 2.296)  0.02
H (1.548, -4.560, 2.992)  0.07
C (4.857, -0.584, -2.736)  -0.10
O (4.504, -1.671, -3.578)  -0.17
C (3.107, -1.838, -3.568)  -0.21
C (2.530, -2.362, -2.235)  -0.46
C (3.424, -3.313, -1.502)  -0.06
N (1.249, -3.009, -2.507)  0.04
H (4.271, -0.501, -1.818)  0.08
H (4.738, 0.370, -3.256)  0.07
H (5.898, -0.753, -2.463)  0.09
H (2.550, -0.954, -3.905)  0.11
H (2.892, -2.576, -4.347)  0.13
H (2.403, -1.482, -1.583)  0.11
H (4.437, -2.924, -1.339)  0.08
H (3.680, -4.196, -2.100)  0.09
H (3.131, -3.726, -0.535)  0.06
H (0.811, -3.310, -1.643)  0.07
H (0.678, -2.257, -2.887)  0.00
C (-1.238, 3.347, 2.252)  -0.08
O (-0.813, 2.135, 1.625)  -0.21
C (-1.097, 0.984, 2.390)  -0.22
C (-0.930, -0.308, 1.599)  -0.42
C (0.541, -0.551, 1.166)  -0.04
N (-1.881, -0.389, 0.484)  0.06
H (-2.293, 3.293, 2.542)  0.09
H (-1.238, 4.078, 1.447)  0.06
H (-0.605, 3.497, 3.124)  0.09
H (-0.418, 0.852, 3.243)  0.11
H (-2.155, 1.112, 2.644)  0.12
H (-1.106, -1.136, 2.293)  0.14
H (0.851, -0.022, 0.265)  0.05
H (0.628, -1.634, 1.062)  0.06
H (1.216, -0.225, 1.963)  0.08
H (-1.562, 0.406, -0.071)  0.06
H (-1.536, -1.234, 0.028)  0.07
C (0.051, 3.401, 7.390)  -0.10
O (-0.901, 2.354, 7.298)  -0.19
C (-0.308, 1.208, 6.734)  -0.22
C (-1.373, 0.082, 6.702)  -0.41
C (-2.578, 0.395, 5.820)  -0.05
N (-1.902, -0.178, 8.062)  0.02
H (0.589, 3.542, 6.445)  0.08
H (0.737, 3.227, 8.219)  0.09
H (-0.483, 4.348, 7.484)  0.09
H (-0.076, 1.347, 5.671)  0.11
H (0.549, 0.844, 7.306)  0.13
H (-0.875, -0.863, 6.469)  0.13
H (-3.012, 1.342, 6.136)  0.08
H (-3.316, -0.401, 5.866)  0.08
H (-2.221, 0.472, 4.790)  0.04
H (-1.308, -0.788, 8.611)  0.06
H (-1.923, 0.697, 8.579)  0.06
C (4.215, 3.150, -2.810)  -0.12
O (3.513, 2.342, -1.886)  -0.23
C (3.806, 2.654, -0.521)  -0.20
C (2.499, 2.539, 0.235)  -0.40
C (1.455, 3.578, -0.307)  -0.04
N (2.685, 2.825, 1.673)  0.05
H (3.988, 2.681, -3.771)  0.08
H (5.294, 3.142, -2.642)  0.09
H (3.800, 4.161, -2.880)  0.09
H (4.431, 1.839, -0.144)  0.13
H (4.225, 3.660, -0.458)  0.13
H (2.123, 1.527, 0.091)  0.11
H (0.657, 3.758, 0.406)  0.04
H (1.078, 3.203, -1.262)  0.07
H (2.002, 4.495, -0.538)  0.08
H (2.946, 3.794, 1.797)  0.07
H (1.831, 2.633, 2.176)  0.05
C (-4.315, -1.654, -4.110)  -0.11
O (-3.208, -0.875, -4.422)  -0.16
C (-2.297, -0.742, -3.371)  -0.22
C (-0.933, -0.301, -3.921)  -0.39
C (-0.424, -1.216, -5.031)  -0.05
N (0.024, -0.246, -2.794)  0.06
H (-5.069, -1.707, -4.893)  0.09
H (-4.846, -1.390, -3.184)  0.09
H (-4.005, -2.691, -3.904)  0.07
H (-2.626, -0.063, -2.570)  0.13
H (-2.190, -1.712, -2.860)  0.12
H (-1.114, 0.686, -4.365)  0.14
H (0.145, -2.069, -4.671)  0.05
H (0.211, -0.690, -5.748)  0.08
H (-1.212, -1.649, -5.651)  0.08
H (0.689, 0.515, -2.896)  0.08
H (-0.609, 0.085, -2.063)  0.04

The total energy is -2311.7427 hartree. Its SMILES is COC[C@H](C)N.COC[C@H](C)N.COC[C@H](C)N.COC[C@H](C)N.COC[C@H](C)N.COC[C@H](C)N.COC[C@H](C)N.COC[C@H](C)N. The value obtained for the energy above the lowest of the compared OMol25 structures with the same formula, charge and spin is 293.8 kJ/mol. The value obtained for the maximum force is 0.0474 hartree/bohr. For the LUMO energy, the calculation gives 0.3 eV. For the frontier orbital gap, the calculation gives 8.986 eV.

=====

# 3
Here is a 8-piece molecular cluster, C32H88N8O8 overall at a distorted geometry from the OMol25 dataset. Energies are from ωB97M-V/def2-TZVPD.

Last column: Löwdin charge in e.
Element x y z (Å)
C (3.927, 0.358, -0.808)  -0.10
O (3.481, -0.797, -0.157)  -0.19
C (4.509, -1.651, 0.156)  -0.27
C (3.916, -2.816, 0.849)  -0.44
C (4.965, -3.717, 1.387)  -0.08
N (3.121, -3.587, -0.190)  0.04
H (4.712, 0.879, -0.218)  0.10
H (3.161, 1.138, -0.762)  0.06
H (4.273, 0.129, -1.817)  0.09
H (5.020, -2.037, -0.737)  0.14
H (5.237, -1.186, 0.836)  0.14
H (3.149, -2.489, 1.566)  0.14
H (5.647, -4.012, 0.586)  0.09
H (4.573, -4.638, 1.819)  0.08
H (5.552, -3.224, 2.172)  0.08
H (2.530, -4.276, 0.274)  0.06
H (2.467, -2.935, -0.636)  0.06
C (1.952, -0.919, 7.893)  -0.11
O (1.542, -1.231, 6.604)  -0.18
C (1.121, -2.513, 6.492)  -0.29
C (0.458, -2.669, 5.162)  -0.41
C (-0.718, -1.709, 4.999)  -0.05
N (0.074, -4.114, 4.964)  0.04
H (1.092, -0.887, 8.577)  0.09
H (2.385, 0.072, 7.817)  0.09
H (2.672, -1.645, 8.285)  0.09
H (1.969, -3.203, 6.611)  0.13
H (0.430, -2.828, 7.302)  0.14
H (1.206, -2.445, 4.392)  0.14
H (-1.573, -1.994, 5.634)  0.09
H (-1.088, -1.571, 3.990)  0.04
H (-0.423, -0.748, 5.451)  0.08
H (-0.059, -4.248, 3.956)  0.05
H (-0.872, -4.255, 5.326)  0.06
C (-1.956, -6.242, -0.613)  -0.13
O (-1.233, -6.190, 0.546)  -0.19
C (-2.046, -6.011, 1.674)  -0.22
C (-2.845, -7.269, 2.044)  -0.42
C (-3.654, -7.057, 3.328)  -0.06
N (-1.914, -8.426, 2.226)  0.04
H (-1.388, -6.839, -1.307)  0.10
H (-2.059, -5.218, -1.004)  0.09
H (-2.971, -6.599, -0.442)  0.09
H (-1.521, -5.716, 2.582)  0.12
H (-2.775, -5.228, 1.369)  0.12
H (-3.504, -7.581, 1.222)  0.12
H (-4.282, -6.165, 3.251)  0.08
H (-2.999, -6.974, 4.197)  0.08
H (-4.327, -7.907, 3.450)  0.08
H (-1.186, -8.406, 1.520)  0.06
H (-1.515, -8.488, 3.151)  0.06
C (-4.002, 3.486, 1.237)  -0.12
O (-4.284, 2.263, 1.825)  -0.18
C (-4.411, 1.228, 0.904)  -0.23
C (-4.764, -0.017, 1.678)  -0.44
C (-3.806, -0.146, 2.849)  -0.07
N (-4.673, -1.280, 0.930)  0.05
H (-2.953, 3.568, 0.917)  0.07
H (-4.094, 4.247, 2.016)  0.10
H (-4.685, 3.708, 0.411)  0.09
H (-5.178, 1.477, 0.148)  0.13
H (-3.457, 1.067, 0.359)  0.12
H (-5.775, 0.116, 2.073)  0.14
H (-2.756, -0.027, 2.548)  0.07
H (-3.918, -1.142, 3.282)  0.08
H (-3.983, 0.607, 3.615)  0.08
H (-5.181, -1.079, 0.050)  0.08
H (-3.682, -1.303, 0.653)  0.04
C (2.381, 4.347, -1.355)  -0.09
O (1.538, 4.084, -0.254)  -0.23
C (1.593, 5.085, 0.678)  -0.26
C (2.552, 4.827, 1.841)  -0.34
C (3.917, 4.191, 1.482)  -0.07
N (1.792, 3.910, 2.856)  0.03
H (3.426, 4.428, -1.036)  0.08
H (2.068, 5.210, -1.949)  0.08
H (2.370, 3.474, -2.022)  0.09
H (1.833, 6.056, 0.225)  0.13
H (0.611, 5.266, 1.135)  0.12
H (2.729, 5.741, 2.431)  0.13
H (4.481, 3.943, 2.378)  0.07
H (4.594, 4.875, 0.923)  0.08
H (3.821, 3.296, 0.868)  0.06
H (1.212, 3.243, 2.336)  0.03
H (2.399, 3.377, 3.443)  0.04
C (-1.616, -2.672, 0.773)  -0.10
O (-1.380, -1.395, 0.176)  -0.20
C (-0.277, -0.748, 0.702)  -0.23
C (-0.374, 0.670, 0.250)  -0.42
C (-0.352, 0.686, -1.276)  -0.05
N (0.750, 1.448, 0.773)  0.07
H (-1.902, -2.496, 1.832)  0.08
H (-0.725, -3.322, 0.745)  0.09
H (-2.445, -3.210, 0.321)  0.07
H (-0.213, -0.789, 1.797)  0.13
H (0.598, -1.221, 0.234)  0.13
H (-1.321, 1.137, 0.532)  0.12
H (0.554, 0.195, -1.656)  0.07
H (-0.309, 1.717, -1.633)  0.07
H (-1.209, 0.132, -1.671)  0.08
H (1.590, 1.008, 0.395)  0.05
H (0.744, 2.384, 0.355)  0.04
C (1.596, 0.497, -4.316)  -0.17
O (1.808, 0.622, -5.649)  -0.18
C (0.612, 0.382, -6.393)  -0.21
C (0.895, 0.782, -7.842)  -0.43
C (-0.418, 0.666, -8.597)  -0.08
N (1.875, -0.133, -8.476)  0.04
H (1.414, -0.567, -4.054)  0.10
H (0.731, 1.034, -3.914)  0.07
H (2.523, 0.756, -3.810)  0.08
H (0.342, -0.674, -6.240)  0.13
H (-0.195, 1.047, -6.027)  0.13
H (1.235, 1.812, -7.764)  0.14
H (-1.151, 1.398, -8.252)  0.08
H (-0.817, -0.341, -8.529)  0.08
H (-0.196, 0.933, -9.634)  0.08
H (2.706, -0.183, -7.874)  0.07
H (1.531, -1.089, -8.496)  0.07
C (-1.597, 5.162, -1.064)  -0.12
O (-1.797, 5.394, -2.415)  -0.16
C (-0.591, 5.545, -3.102)  -0.25
C (-0.845, 6.171, -4.451)  -0.38
C (-1.788, 5.314, -5.305)  -0.06
N (0.538, 6.193, -5.151)  0.03
H (-2.542, 5.181, -0.520)  0.07
H (-1.033, 5.986, -0.585)  0.09
H (-1.086, 4.215, -0.836)  0.08
H (0.180, 6.100, -2.548)  0.11
H (-0.180, 4.535, -3.283)  0.13
H (-1.200, 7.211, -4.392)  0.14
H (-1.444, 4.278, -5.271)  0.08
H (-1.826, 5.697, -6.321)  0.07
H (-2.797, 5.273, -4.887)  0.08
H (0.388, 6.204, -6.153)  0.05
H (1.070, 7.034, -4.942)  0.06

The total energy is -2311.7816 hartree. Its SMILES is COC[C@H](C)N.COC[C@H](C)N.COC[C@H](C)N.COC[C@H](C)N.COC[C@H](C)N.COC[C@H](C)N.COC[C@H](C)N.COC[C@H](C)N. The value obtained for the energy above the lowest of the compared OMol25 structures with the same formula, charge and spin is 191.5 kJ/mol. The value obtained for the maximum force is 0.0551 hartree/bohr. For the LUMO energy, the calculation gives 0.6 eV. For the frontier orbital gap, the calculation gives 9.529 eV.

=====

- Which of these has the lowest frontier orbital gap?
  number 2

=====

- Number 2 is which compound?
  C32H88N8O8

=====

- Which of these has the highest energy above the lowest of the compared OMol25 structures with the same formula, charge and spin?
  number 1